<a>
346
Properties=species:S:1:pos:R:3 method="wB97M-V/def2-TZVPD" orbital_gap_ev=7.7
C 11.974 -0.774 2.232
C 13.137 -0.590 1.209
C 12.518 -0.360 -0.177
C 13.260 0.477 -1.217
C 13.706 1.779 -0.614
C 14.108 1.914 0.898
N 14.079 0.580 1.585
O 14.550 0.685 2.940
C 15.463 2.649 1.006
C 13.053 2.820 1.619
C 14.057 -1.780 0.995
H 11.416 0.099 2.571
H 12.453 -1.184 3.121
H 11.185 -1.475 1.961
H 12.394 -1.319 -0.681
H 11.527 0.085 -0.083
H 12.769 0.634 -2.178
H 14.127 -0.116 -1.507
H 12.787 2.336 -0.798
H 14.443 2.279 -1.243
H 15.910 2.649 2.000
H 16.172 2.054 0.430
H 15.329 3.652 0.602
H 13.529 3.266 2.492
H 12.832 3.676 0.980
H 12.154 2.293 1.939
H 13.530 -2.679 1.314
H 14.778 -1.747 1.812
H 14.538 -1.874 0.021
H 13.801 1.147 3.324
C 15.797 -11.314 0.946
C 17.005 -11.660 1.852
C 17.437 -10.209 2.376
C 18.374 -10.095 3.578
C 17.883 -10.967 4.810
C 17.389 -12.392 4.343
N 16.573 -12.431 3.072
O 16.217 -13.764 2.649
C 18.646 -13.296 4.217
C 16.569 -13.092 5.401
C 18.207 -12.178 1.017
H 16.013 -10.585 0.165
H 14.943 -11.013 1.553
H 15.472 -12.236 0.464
H 17.913 -9.668 1.558
H 16.585 -9.575 2.623
H 18.450 -9.011 3.655
H 19.343 -10.406 3.186
H 17.353 -10.558 5.671
H 18.822 -11.230 5.295
H 19.242 -13.380 5.126
H 18.453 -14.298 3.833
H 19.372 -12.758 3.607
H 16.373 -14.146 5.206
H 17.124 -13.157 6.336
H 15.589 -12.747 5.730
H 19.188 -11.984 1.451
H 18.230 -11.665 0.055
H 18.064 -13.245 0.847
H 15.310 -13.964 2.891
C 4.336 -4.206 1.978
C 3.456 -5.159 2.938
C 2.574 -6.166 2.143
C 3.293 -7.413 1.615
C 3.981 -8.067 2.750
C 5.003 -7.091 3.527
N 4.320 -5.872 3.930
O 4.993 -5.005 4.726
C 5.432 -7.889 4.731
C 6.304 -6.844 2.762
C 2.440 -4.158 3.548
H 5.066 -3.561 2.468
H 3.718 -3.857 1.150
H 4.979 -4.899 1.435
H 1.709 -6.492 2.721
H 2.041 -5.590 1.387
H 3.935 -6.971 0.853
H 2.669 -8.170 1.141
H 4.402 -8.977 2.322
H 3.188 -8.464 3.384
H 6.147 -8.698 4.583
H 6.001 -7.302 5.452
H 4.650 -8.337 5.344
H 6.807 -5.907 3.004
H 7.054 -7.605 2.974
H 6.056 -6.842 1.700
H 1.713 -4.662 4.185
H 2.005 -3.462 2.831
H 2.861 -3.499 4.308
H 4.266 -4.739 5.294
C 7.358 -9.847 6.930
C 8.092 -10.914 7.811
C 9.655 -10.764 7.516
C 10.493 -11.551 8.564
C 10.266 -10.981 9.921
C 8.744 -11.118 10.335
N 7.849 -10.665 9.182
O 6.521 -10.697 9.593
C 8.462 -12.579 10.784
C 8.768 -10.058 11.442
C 7.682 -12.337 7.411
H 7.562 -10.162 5.906
H 7.809 -8.856 6.883
H 6.282 -9.991 7.028
H 9.822 -11.116 6.498
H 9.866 -9.696 7.579
H 11.578 -11.473 8.503
H 10.215 -12.604 8.516
H 10.549 -9.933 9.829
H 10.724 -11.483 10.774
H 8.714 -13.320 10.025
H 9.159 -12.782 11.597
H 7.467 -12.946 11.036
H 9.453 -10.231 12.272
H 8.856 -9.006 11.172
H 7.793 -10.225 11.901
H 8.313 -13.166 7.732
H 7.542 -12.543 6.350
H 6.756 -12.455 7.974
H 6.369 -9.765 9.770
C 14.219 -9.028 4.181
C 12.890 -8.582 4.879
C 13.124 -7.286 5.720
C 13.375 -6.086 4.799
C 12.121 -5.841 3.942
C 11.789 -6.935 3.054
N 11.747 -8.177 3.923
O 11.265 -9.233 3.174
C 10.449 -6.553 2.495
C 12.865 -6.981 1.930
C 12.349 -9.687 5.738
H 14.783 -8.123 3.955
H 13.985 -9.486 3.220
H 14.728 -9.705 4.867
H 12.246 -7.077 6.330
H 13.877 -7.257 6.507
H 14.296 -6.217 4.231
H 13.581 -5.155 5.327
H 12.214 -4.846 3.507
H 11.267 -5.614 4.581
H 9.626 -6.628 3.206
H 10.486 -5.640 1.901
H 10.107 -7.326 1.807
H 12.583 -7.555 1.047
H 13.090 -5.978 1.569
H 13.705 -7.602 2.241
H 11.422 -9.349 6.202
H 13.114 -9.974 6.460
H 12.109 -10.580 5.161
H 11.914 -9.295 2.470
C 8.704 -11.702 1.968
C 9.414 -13.011 1.964
C 8.429 -14.179 1.385
C 9.177 -15.464 0.951
C 10.352 -15.088 0.036
C 11.349 -14.025 0.605
N 10.592 -12.798 1.026
O 11.427 -11.745 1.282
C 12.368 -14.571 1.502
C 12.235 -13.515 -0.599
C 9.868 -13.341 3.440
H 8.693 -11.242 0.980
H 9.032 -11.041 2.770
H 7.635 -11.699 2.182
H 7.721 -14.406 2.182
H 7.831 -13.741 0.586
H 8.508 -16.158 0.443
H 9.586 -15.864 1.879
H 9.845 -14.755 -0.870
H 10.783 -16.086 -0.047
H 12.049 -14.961 2.468
H 12.801 -15.398 0.940
H 13.248 -14.012 1.819
H 11.573 -13.089 -1.352
H 13.036 -12.790 -0.453
H 12.848 -14.274 -1.085
H 10.490 -14.224 3.584
H 9.042 -13.586 4.108
H 10.607 -12.673 3.881
H 11.197 -11.205 0.523
C 14.282 -8.981 -3.579
C 13.746 -10.474 -3.627
C 12.211 -10.384 -3.549
C 11.430 -11.575 -4.101
C 11.732 -11.859 -5.509
C 13.260 -12.079 -5.640
N 14.095 -11.046 -4.972
O 15.574 -11.223 -5.090
C 13.676 -13.458 -5.221
C 13.610 -11.951 -7.184
C 14.374 -11.309 -2.557
H 14.113 -8.387 -4.477
H 15.345 -8.910 -3.351
H 13.893 -8.370 -2.764
H 11.877 -10.377 -2.512
H 11.809 -9.457 -3.959
H 10.348 -11.501 -3.986
H 11.643 -12.563 -3.693
H 11.567 -10.893 -5.986
H 11.141 -12.722 -5.820
H 13.529 -13.528 -4.143
H 13.130 -14.329 -5.584
H 14.759 -13.572 -5.274
H 14.682 -12.086 -7.323
H 13.001 -12.610 -7.803
H 13.460 -10.923 -7.516
H 14.409 -12.396 -2.626
H 13.730 -11.127 -1.696
H 15.397 -11.000 -2.339
H 15.718 -10.573 -5.782
C 7.895 -10.869 -4.066
C 7.164 -9.546 -3.640
C 5.848 -9.428 -4.503
C 4.534 -10.160 -4.052
C 4.350 -9.778 -2.673
C 5.551 -10.077 -1.690
N 6.745 -9.482 -2.249
O 7.789 -9.495 -1.358
C 5.148 -9.278 -0.457
C 5.673 -11.598 -1.515
C 8.159 -8.372 -4.003
H 8.528 -10.778 -4.949
H 7.194 -11.678 -4.266
H 8.599 -11.206 -3.306
H 5.671 -8.353 -4.527
H 6.119 -9.730 -5.514
H 4.563 -11.231 -4.253
H 3.717 -9.809 -4.682
H 3.501 -10.386 -2.361
H 3.945 -8.768 -2.609
H 5.828 -9.296 0.395
H 4.957 -8.232 -0.696
H 4.195 -9.717 -0.162
H 4.743 -12.163 -1.455
H 6.203 -12.204 -2.250
H 6.196 -11.700 -0.564
H 8.078 -8.274 -5.086
H 9.144 -8.621 -3.610
H 7.855 -7.397 -3.622
H 7.944 -8.548 -1.403
C 13.727 -7.407 9.773
C 12.826 -6.116 9.797
C 13.440 -5.083 8.662
C 12.324 -4.108 8.224
C 11.005 -4.749 7.848
C 10.416 -5.741 8.872
N 11.493 -6.598 9.476
O 11.079 -7.632 10.337
C 9.609 -4.826 9.874
C 9.439 -6.641 8.078
C 12.969 -5.298 11.115
H 14.174 -7.644 10.739
H 14.619 -7.336 9.151
H 13.310 -8.397 9.591
H 14.343 -4.535 8.934
H 13.794 -5.717 7.849
H 12.646 -3.668 7.280
H 12.257 -3.334 8.988
H 11.171 -5.192 6.866
H 10.345 -3.896 7.686
H 9.428 -5.368 10.803
H 10.228 -4.008 10.242
H 8.743 -4.384 9.382
H 9.094 -7.543 8.583
H 8.643 -6.194 7.482
H 9.994 -6.817 7.157
H 12.827 -4.221 11.032
H 13.982 -5.346 11.516
H 12.322 -5.779 11.849
H 11.258 -8.430 9.835
C 19.642 -7.459 -0.068
C 18.807 -6.224 0.081
C 19.505 -5.350 1.138
C 19.148 -3.917 1.158
C 19.351 -3.349 -0.326
C 18.592 -4.076 -1.441
N 18.735 -5.573 -1.189
O 18.247 -6.388 -2.268
C 17.118 -3.654 -1.309
C 19.314 -3.620 -2.643
C 17.377 -6.552 0.657
H 19.041 -8.217 -0.571
H 19.878 -8.078 0.797
H 20.509 -7.277 -0.704
H 19.397 -5.721 2.157
H 20.563 -5.305 0.880
H 19.912 -3.446 1.776
H 18.170 -3.632 1.546
H 20.434 -3.338 -0.445
H 19.174 -2.275 -0.366
H 16.543 -4.280 -1.992
H 16.717 -4.018 -0.363
H 17.104 -2.588 -1.538
H 18.664 -3.802 -3.499
H 19.581 -2.564 -2.678
H 20.183 -4.273 -2.726
H 16.705 -6.780 -0.171
H 16.913 -5.723 1.190
H 17.339 -7.430 1.302
H 19.024 -6.776 -2.678
C 16.094 -2.917 4.943
C 17.340 -3.435 5.661
C 17.103 -2.977 7.156
C 17.823 -3.780 8.216
C 17.506 -5.287 7.984
C 17.855 -5.832 6.532
N 17.181 -4.960 5.567
O 17.277 -5.423 4.300
C 19.353 -5.888 6.303
C 17.292 -7.270 6.586
C 18.648 -2.856 5.013
H 15.252 -3.569 5.172
H 16.321 -3.151 3.903
H 15.919 -1.847 4.833
H 17.481 -1.967 7.316
H 16.026 -2.928 7.318
H 17.660 -3.630 9.283
H 18.895 -3.644 8.071
H 16.480 -5.437 8.321
H 18.117 -5.802 8.725
H 19.663 -6.276 5.333
H 19.881 -4.936 6.239
H 19.937 -6.417 7.056
H 16.325 -7.458 7.051
H 17.357 -7.852 5.666
H 17.903 -7.982 7.142
H 18.491 -1.777 5.006
H 18.643 -3.048 3.940
H 19.607 -3.035 5.500
H 16.365 -5.710 4.223
C 8.142 -0.842 6.989
O 8.522 -0.546 8.075
N 6.960 -0.859 6.540
N 8.865 -1.158 5.983
H 6.785 -0.920 5.547
H 6.221 -0.496 7.125
H 8.481 -1.557 5.138
H 9.842 -1.273 6.210
C 7.966 -2.249 2.399
O 7.744 -1.874 3.585
N 7.853 -3.497 1.986
N 8.325 -1.379 1.427
H 7.262 -4.123 2.515
H 7.993 -3.743 1.017
H 8.519 -0.423 1.686
H 8.315 -1.746 0.486



<b>
346
Properties=species:S:1:pos:R:3 method="wB97M-V/def2-TZVPD" orbital_gap_ev=7.8
C 0.781 -0.805 6.477
O 1.268 0.103 5.776
N -0.366 -1.400 6.205
N 1.225 -1.113 7.702
H -0.828 -1.179 5.334
H -0.795 -2.079 6.817
H 0.538 -1.549 8.301
H 1.807 -0.318 7.919
C 4.854 0.458 -1.969
O 4.713 -0.643 -1.568
N 4.013 1.375 -1.854
N 5.994 0.813 -2.496
H 4.098 2.342 -2.133
H 3.117 1.042 -1.529
H 6.134 1.786 -2.729
H 6.740 0.144 -2.624
C -0.311 2.845 -4.674
C -1.715 3.698 -4.775
C -1.596 4.938 -3.886
C -2.439 6.087 -4.361
C -2.234 6.436 -5.837
C -2.532 5.261 -6.748
N -1.710 4.107 -6.236
O -1.710 2.980 -7.135
C -4.062 4.957 -6.887
C -2.090 5.668 -8.148
C -2.967 2.812 -4.452
H 0.272 3.006 -3.766
H 0.398 2.987 -5.489
H -0.586 1.791 -4.662
H -1.956 4.744 -2.875
H -0.550 5.215 -3.756
H -2.285 6.999 -3.785
H -3.499 5.994 -4.123
H -1.214 6.772 -6.027
H -2.919 7.227 -6.141
H -4.128 4.002 -7.409
H -4.581 4.823 -5.938
H -4.578 5.603 -7.598
H -1.013 5.766 -8.285
H -2.331 4.950 -8.932
H -2.381 6.704 -8.323
H -2.877 2.402 -3.446
H -3.029 1.938 -5.100
H -3.954 3.240 -4.627
H -0.939 3.141 -7.685
C -5.526 -5.768 -0.008
C -5.462 -4.698 -1.133
C -4.082 -3.979 -1.057
C -2.889 -4.811 -1.353
C -3.044 -5.340 -2.784
C -4.386 -6.070 -3.056
N -5.569 -5.298 -2.466
O -6.898 -5.850 -2.794
C -4.549 -6.083 -4.597
C -4.312 -7.502 -2.583
C -6.494 -3.608 -0.830
H -5.641 -5.260 0.949
H -4.576 -6.292 0.096
H -6.360 -6.448 -0.186
H -4.129 -3.187 -1.804
H -3.946 -3.589 -0.049
H -2.727 -5.659 -0.687
H -2.031 -4.142 -1.287
H -2.231 -6.058 -2.890
H -2.817 -4.590 -3.542
H -4.545 -5.078 -5.019
H -3.829 -6.572 -5.254
H -5.492 -6.567 -4.850
H -5.289 -7.985 -2.578
H -3.678 -8.064 -3.269
H -3.830 -7.511 -1.605
H -6.233 -3.280 0.175
H -7.482 -4.068 -0.880
H -6.607 -2.805 -1.559
H -7.263 -5.017 -3.101
C 2.705 -8.212 -0.603
C 3.069 -7.847 -2.043
C 1.819 -8.133 -2.887
C 0.717 -7.048 -2.865
C 1.338 -5.672 -3.110
C 2.592 -5.400 -2.099
N 3.583 -6.536 -2.268
O 4.716 -6.253 -1.597
C 3.230 -4.144 -2.647
C 2.037 -4.988 -0.700
C 4.112 -8.965 -2.474
H 2.154 -9.152 -0.570
H 2.012 -7.497 -0.158
H 3.629 -8.262 -0.027
H 2.039 -8.429 -3.912
H 1.279 -8.977 -2.457
H 0.133 -7.162 -1.952
H -0.035 -7.266 -3.623
H 0.577 -4.893 -3.085
H 1.720 -5.635 -4.131
H 3.705 -4.146 -3.628
H 2.477 -3.359 -2.716
H 3.869 -3.680 -1.896
H 1.558 -5.670 0.003
H 2.897 -4.683 -0.104
H 1.340 -4.154 -0.783
H 4.713 -8.584 -3.299
H 3.601 -9.859 -2.831
H 4.730 -9.210 -1.610
H 5.376 -6.235 -2.293
C 6.789 -3.362 -0.130
C 6.673 -2.909 1.405
C 5.170 -3.040 1.822
C 4.842 -3.064 3.260
C 5.716 -4.069 4.002
C 7.271 -3.966 3.715
N 7.486 -3.853 2.252
O 8.807 -3.941 1.842
C 7.888 -2.691 4.411
C 7.872 -5.275 4.271
C 6.979 -1.400 1.586
H 6.463 -2.567 -0.801
H 6.126 -4.139 -0.510
H 7.774 -3.578 -0.546
H 4.662 -2.138 1.480
H 4.771 -4.013 1.535
H 3.782 -3.321 3.253
H 5.052 -2.056 3.619
H 5.401 -5.082 3.750
H 5.536 -3.901 5.064
H 7.167 -1.882 4.527
H 8.141 -2.895 5.451
H 8.802 -2.315 3.951
H 7.409 -5.571 5.212
H 7.742 -6.119 3.593
H 8.931 -5.220 4.524
H 6.668 -0.748 0.770
H 8.046 -1.186 1.515
H 6.546 -0.935 2.472
H 8.805 -4.726 1.290
C -2.077 -3.217 -5.911
C -0.753 -2.872 -6.704
C 0.342 -3.854 -6.241
C 0.318 -5.267 -6.798
C 0.364 -5.115 -8.340
C -0.916 -4.320 -8.814
N -1.006 -2.969 -8.192
O -1.876 -2.101 -8.713
C -0.630 -4.031 -10.313
C -2.199 -5.210 -8.694
C -0.258 -1.397 -6.326
H -1.818 -2.909 -4.898
H -2.247 -4.292 -5.854
H -2.947 -2.729 -6.350
H 1.336 -3.432 -6.390
H 0.255 -3.997 -5.164
H -0.627 -5.705 -6.476
H 1.037 -5.960 -6.362
H 0.270 -6.104 -8.789
H 1.286 -4.616 -8.640
H -1.307 -3.324 -10.791
H 0.414 -3.754 -10.462
H -0.675 -4.927 -10.934
H -3.123 -4.658 -8.869
H -2.089 -6.077 -9.345
H -2.438 -5.526 -7.678
H -0.001 -1.403 -5.267
H -0.868 -0.560 -6.667
H 0.669 -1.290 -6.888
H -1.243 -1.438 -9.000
C 0.545 9.327 2.135
C -0.395 8.702 0.977
C 0.107 7.207 0.840
C -0.855 6.328 0.012
C -2.293 6.422 0.443
C -2.775 7.815 0.620
N -1.794 8.718 1.316
O -2.290 9.956 1.526
C -3.183 8.410 -0.775
C -4.087 7.774 1.501
C -0.060 9.374 -0.314
H 0.245 10.375 2.131
H 1.571 9.149 1.812
H 0.355 8.984 3.152
H 1.084 7.120 0.367
H 0.147 6.798 1.850
H -0.408 5.340 -0.094
H -0.816 6.772 -0.983
H -2.650 5.871 1.313
H -2.852 5.863 -0.308
H -2.365 8.326 -1.491
H -3.981 7.765 -1.140
H -3.482 9.451 -0.650
H -4.003 7.401 2.522
H -4.471 8.777 1.686
H -4.913 7.197 1.086
H -0.546 9.027 -1.226
H 1.026 9.297 -0.366
H -0.382 10.413 -0.240
H -2.472 9.917 2.468
C -3.291 2.882 5.938
C -2.020 3.117 5.103
C -2.262 4.466 4.205
C -0.982 5.100 3.783
C -0.071 5.365 4.882
C 0.311 4.186 5.844
N -0.871 3.290 6.118
O -0.523 2.179 6.874
C 1.435 3.401 5.160
C 0.841 4.910 7.141
C -1.728 1.943 4.177
H -3.121 2.005 6.563
H -4.256 2.687 5.470
H -3.477 3.697 6.637
H -2.718 4.271 3.234
H -2.798 5.195 4.812
H -1.167 5.933 3.104
H -0.472 4.405 3.116
H -0.277 6.346 5.310
H 0.841 5.558 4.317
H 2.001 2.792 5.865
H 1.079 2.725 4.383
H 2.177 3.926 4.559
H 1.719 5.544 7.018
H 0.029 5.404 7.675
H 1.195 4.176 7.864
H -0.840 2.125 3.572
H -2.529 1.905 3.440
H -1.528 0.974 4.635
H 0.018 1.698 6.244
C 6.163 2.475 2.591
C 7.577 2.670 3.172
C 7.971 4.018 2.391
C 9.077 4.825 3.086
C 8.935 4.912 4.666
C 8.718 3.507 5.301
N 7.544 2.851 4.624
O 7.167 1.707 5.293
C 9.947 2.614 5.411
C 8.386 3.880 6.736
C 8.459 1.469 2.590
H 5.735 1.509 2.858
H 5.534 3.261 3.006
H 5.942 2.666 1.541
H 8.282 3.698 1.397
H 7.112 4.689 2.386
H 10.037 4.380 2.828
H 9.139 5.856 2.737
H 8.117 5.580 4.938
H 9.808 5.339 5.158
H 10.139 2.305 4.383
H 9.700 1.652 5.859
H 10.826 3.066 5.870
H 7.709 4.723 6.878
H 9.356 4.113 7.175
H 7.980 3.050 7.314
H 8.254 1.313 1.531
H 9.537 1.621 2.653
H 8.225 0.580 3.176
H 6.242 1.857 5.499
C -7.660 1.822 -1.906
C -7.080 1.284 -0.568
C -6.084 0.112 -0.924
C -4.798 0.663 -1.554
C -4.186 1.707 -0.663
C -5.047 2.779 -0.086
N -6.331 2.206 0.335
O -7.175 3.173 0.902
C -4.412 3.316 1.179
C -5.223 3.922 -1.179
C -8.173 0.630 0.296
H -8.178 2.777 -1.821
H -8.247 1.044 -2.394
H -6.785 2.003 -2.530
H -5.805 -0.518 -0.080
H -6.502 -0.524 -1.705
H -5.006 1.029 -2.559
H -4.101 -0.166 -1.671
H -3.324 2.111 -1.194
H -3.567 1.278 0.125
H -4.141 2.520 1.873
H -3.409 3.633 0.892
H -4.912 4.188 1.601
H -5.027 4.938 -0.837
H -4.514 3.853 -2.004
H -6.256 3.944 -1.524
H -7.788 0.243 1.239
H -8.627 -0.219 -0.215
H -8.978 1.342 0.477
H -7.637 3.546 0.147
C -4.333 -0.728 5.119
C -4.740 -1.542 3.907
C -3.637 -1.400 2.829
C -2.353 -2.265 3.073
C -2.884 -3.658 3.261
C -3.961 -3.955 4.364
N -5.042 -2.961 4.254
O -6.116 -3.087 5.179
C -4.641 -5.312 4.093
C -3.108 -3.846 5.744
C -6.073 -0.929 3.319
H -3.412 -1.190 5.473
H -5.157 -0.791 5.829
H -4.254 0.342 4.929
H -3.981 -1.731 1.849
H -3.443 -0.361 2.563
H -1.799 -1.979 3.967
H -1.773 -2.306 2.152
H -2.001 -4.271 3.444
H -3.328 -3.936 2.305
H -5.148 -5.334 3.128
H -4.018 -6.161 4.375
H -5.397 -5.367 4.876
H -2.639 -2.891 5.980
H -3.833 -4.033 6.536
H -2.352 -4.609 5.931
H -5.831 -0.177 2.568
H -6.681 -0.503 4.117
H -6.744 -1.667 2.880
H -5.762 -2.940 6.059
C -0.481 -1.317 -0.973
C 0.482 -0.106 -1.159
C -0.149 1.303 -0.979
C -0.295 1.719 0.447
C 1.123 1.597 1.087
C 1.870 0.292 1.043
N 1.697 -0.257 -0.322
O 2.361 -1.416 -0.514
C 3.376 0.619 1.315
C 1.274 -0.699 2.073
C 0.861 0.000 -2.688
H -0.948 -1.148 -0.003
H 0.032 -2.271 -1.094
H -1.421 -1.289 -1.523
H 0.387 2.050 -1.564
H -1.146 1.288 -1.420
H -1.229 1.308 0.829
H -0.430 2.799 0.511
H 1.062 1.840 2.148
H 1.792 2.292 0.578
H 3.694 1.579 0.907
H 3.512 0.607 2.396
H 4.122 -0.060 0.901
H 1.671 -1.711 1.996
H 1.567 -0.273 3.033
H 0.184 -0.711 2.058
H 1.663 0.684 -2.963
H -0.039 0.289 -3.231
H 1.174 -0.992 -3.014
H 3.251 -1.155 -0.763



Question: of the structures shown, which is the most stable? Reply: <b>.